The following is a DFT calculation (ωB97M-V with the def2-TZVPD basis set) of a 9-piece molecular cluster, C40H63Br16ClN2O2 overall at a distorted geometry.

The HOMO-LUMO gap comes out at 6.53 eV. The value obtained for the relative energy (zero: lowest compared OMol25 entry of this formula, charge and spin) is 155.8 kcal per mole. The multiplicity is 1. The calculation puts the calculated total energy at -43466.034143 a.u.

Last column: Mulliken charge in e.
Geometry (Å):
O 2.16 -8.22 0.41  -0.5531
C 2.42 -7.37 -0.48  0.2264
N 1.86 -7.39 -1.85  -0.2934
C 2.01 -6.04 -2.48  0.3256
O 1.39 -5.67 -3.50  -0.5420
C 3.07 -5.31 -1.54  0.0986
C 3.82 -3.96 -1.66  0.6205
C 3.55 -2.99 -2.93  -0.6495
C 2.99 -1.60 -2.27  -0.0100
C 2.54 -0.52 -3.37  -0.5357
C 2.78 0.94 -2.74  -0.9448
C 1.77 1.35 -1.56  1.1094
C 0.23 0.98 -1.81  -0.7318
C -0.35 0.09 -0.57  0.4997
C -1.45 -0.95 -1.11  -0.8446
C -2.12 -1.71 0.14  -0.2356
C -3.62 -1.14 0.35  -0.6115
C -4.68 -2.32 0.73  -0.4980
C -4.73 -3.50 -0.37  -0.4145
N -5.96 -3.48 -1.20  0.4777
C -5.78 -3.24 -2.61  -0.1306
C -7.11 -3.27 -3.39  -0.6601
C -8.14 -3.57 -2.22  -0.5164
C -7.36 -3.70 -0.86  -0.1232
C 4.83 -3.50 -0.55  -0.5423
C 5.11 -4.38 0.74  -0.0354
Cl 6.27 -3.79 2.03  -0.2385
C 4.33 -5.75 0.90  -0.5926
C 3.38 -6.12 -0.25  0.1642
H 0.84 -7.60 -1.78  0.2958
H 2.75 -3.52 -3.56  0.3447
H 4.48 -2.82 -3.57  0.3156
H 3.87 -1.17 -1.66  -0.0084
H 2.09 -1.88 -1.63  0.1042
H 3.23 -0.59 -4.30  0.3998
H 1.48 -0.71 -3.75  0.2884
H 3.84 0.92 -2.27  0.3042
H 2.85 1.75 -3.57  0.2897
H 2.12 0.98 -0.53  -0.2694
H 1.82 2.51 -1.49  -0.4956
H 0.00 0.51 -2.83  0.4322
H -0.38 1.96 -1.77  -0.0422
H -0.85 0.76 0.23  -0.0083
H 0.51 -0.49 -0.08  -0.0726
H -2.20 -0.37 -1.75  0.4547
H -0.95 -1.73 -1.81  0.0921
H -1.48 -1.51 1.08  -0.0594
H -2.10 -2.84 -0.03  0.4755
H -3.99 -0.49 -0.52  0.3599
H -3.59 -0.45 1.28  0.2603
H -5.73 -1.86 0.83  0.1010
H -4.39 -2.80 1.74  0.3663
H -3.84 -3.45 -1.11  0.2456
H -4.60 -4.51 0.17  0.0227
H -4.79 -3.03 -3.15  0.2905
H -7.32 -3.14 -4.51  0.3177
H -9.28 -3.70 -2.38  0.3019
H -7.76 -3.92 0.18  0.0202
H 5.36 -2.49 -0.70  0.5095
H 4.44 -6.43 1.80  0.4122
Br 3.34 5.19 -1.28  -0.1198
C 1.96 6.49 -0.84  -0.1914
C 0.88 5.88 0.02  -0.4004
Br -0.32 4.76 -1.04  -0.1517
H 1.58 6.89 -1.78  0.4531
H 2.48 7.28 -0.29  -0.1731
H 0.24 6.65 0.45  0.4260
H 1.27 5.25 0.82  0.1581
Br 0.30 1.84 2.18  -0.0954
C 0.91 0.31 3.22  -0.4969
C 2.42 0.17 3.18  -0.6767
Br 3.02 -0.59 1.49  -0.0331
H 0.39 -0.57 2.83  0.2256
H 0.58 0.51 4.24  0.4078
H 2.76 -0.54 3.94  0.3718
H 2.94 1.12 3.31  0.3617
Br -5.10 1.95 0.96  -0.0959
C -6.82 1.51 1.77  0.0749
C -7.87 1.24 0.72  -0.6339
Br -8.52 2.90 -0.08  -0.1787
H -7.07 2.34 2.43  -0.2497
H -6.63 0.62 2.36  0.3333
H -8.75 0.78 1.17  0.3903
H -7.51 0.61 -0.10  0.3746
Br 3.51 9.34 1.45  -0.1607
C 5.02 8.52 2.37  -0.5388
C 5.33 7.16 1.80  -0.4359
Br 4.05 5.82 2.41  -0.1057
H 4.76 8.49 3.43  0.3904
H 5.85 9.20 2.22  0.3666
H 6.30 6.80 2.15  0.3514
H 5.32 7.13 0.71  0.1441
Br 8.40 -2.63 -1.98  -0.1241
C 9.76 -2.20 -0.66  -0.5583
C 9.12 -1.86 0.67  -0.2732
Br 8.38 -0.06 0.66  -0.1092
H 10.36 -1.39 -1.06  0.3754
H 10.37 -3.10 -0.58  0.3381
H 9.87 -1.85 1.46  0.3815
H 8.32 -2.54 0.94  -0.0113
Br 7.12 8.08 -1.89  -0.1271
C 8.63 7.26 -0.97  -0.5308
C 8.95 5.90 -1.55  -0.5947
Br 7.67 4.56 -0.95  -0.1055
H 8.37 7.23 0.09  0.2875
H 9.46 7.95 -1.12  0.3513
H 9.92 5.55 -1.20  0.3324
H 8.94 5.89 -2.64  0.3823
Br -8.06 -7.81 -0.65  -0.1053
C -6.69 -7.39 0.67  -0.2550
C -7.30 -7.07 2.01  -0.5868
Br -8.06 -5.27 2.03  -0.1072
H -6.09 -6.57 0.26  -0.0290
H -6.07 -8.29 0.73  0.3887
H -6.53 -7.06 2.79  0.3515
H -8.10 -7.75 2.30  0.3927
Br -7.19 4.40 4.25  -0.1635
C -8.76 4.98 3.25  -0.5938
C -9.52 6.05 3.99  -0.5809
Br -10.56 5.30 5.46  -0.1419
H -9.36 4.09 3.05  0.3568
H -8.37 5.36 2.31  0.3615
H -10.25 6.53 3.34  0.3675
H -8.87 6.82 4.42  0.3711

***

The following is a DFT calculation (ωB97M-V with the def2-TZVPD basis set) of C17H19NO2S in the gas phase at a distorted geometry.

The HOMO-LUMO gap comes out at 8.19 eV. The value obtained for the relative energy (zero: lowest compared OMol25 entry of this formula, charge and spin) is 311.5 kcal per mole. The multiplicity is 1. The calculation puts the calculated total energy at -1262.150497 a.u.

Last column: natural (NBO) charge in e.
Geometry (Å):
C 0.36 -3.93 1.92  -0.6959
H 0.17 -4.12 0.81  0.2158
H 1.28 -3.56 2.13  0.2192
H 0.31 -4.96 2.27  0.2266
S -1.29 -3.09 2.39  0.2632
C -1.68 -1.84 1.29  -0.1026
C -3.06 -1.55 1.33  -0.2703
C -3.58 -0.96 0.17  -0.1293
C -2.75 -0.30 -0.75  -0.2944
C -1.47 -0.48 -0.59  -0.1333
C -0.60 -1.30 0.36  -0.1267
C 0.79 -1.26 0.35  0.5667
O 1.06 -1.18 1.47  -0.6193
N 1.43 -1.34 -0.65  -0.5241
H 0.80 -1.29 -1.67  0.4278
C 2.81 -1.04 -0.67  -0.2882
H 2.97 -1.47 -1.66  0.2039
H 3.20 -1.70 0.10  0.2440
C 3.31 0.12 -0.54  -0.0855
O 2.78 1.22 -1.39  -0.5345
C 1.50 1.77 -1.33  0.3645
C 1.06 2.49 -2.27  -0.3652
C -0.19 3.00 -2.16  -0.1088
C -0.83 3.19 -0.86  -0.2605
C -0.24 2.33 -0.08  0.0174
C 0.86 1.78 0.04  -0.3009
H 1.13 1.49 0.89  0.2221
C -0.88 2.45 1.47  -0.6441
H -2.04 2.94 1.44  0.1912
H -0.56 3.34 2.18  0.2197
H -0.83 1.53 1.95  0.2062
H -1.92 3.57 -1.01  0.2352
H -0.74 3.44 -3.05  0.2038
H 1.29 2.36 -3.33  0.2330
H 4.30 0.37 -0.72  0.2408
H 3.24 0.49 0.54  0.1860
H -0.83 -0.02 -1.44  0.1742
H -3.14 0.47 -1.17  0.2085
H -4.60 -0.77 0.28  0.2017
H -3.44 -2.19 1.98  0.2124

***

The following is a DFT calculation (ωB97M-V with the def2-TZVPD basis set) of C8H20O4PtS as an isolated structure.

Its charge is +4. The HOMO-LUMO gap (alpha / beta) comes out at 9.84 / 6.56 eV. The value obtained for the relative energy (zero: lowest compared OMol25 entry of this formula, charge and spin) is 8.0 kcal per mole. The multiplicity is 5. The calculation puts the calculated total energy at -1133.232229 a.u.

Last column: Mulliken spin population.
Geometry (Å):
Pt -0.11 0.14 -0.21  1.6102
C 3.71 0.15 1.11  0.0369
O 2.54 0.89 0.70  0.6755
C 2.50 2.28 0.92  0.0484
C 1.41 2.96 0.11  0.0115
O 0.17 2.20 0.09  0.0654
C -1.04 2.95 0.51  0.0048
C -2.23 2.15 0.02  0.0112
O -2.00 0.72 0.37  0.2642
C -2.82 0.19 1.49  0.0082
H 4.58 0.80 1.16  0.0058
H 3.80 -0.70 0.43  0.0337
H 3.45 -0.23 2.12  0.0823
H 3.50 2.72 0.76  0.0295
H 2.33 2.36 2.03  0.0797
H 1.73 3.12 -0.93  0.0099
H 1.21 3.93 0.57  -0.0015
H -1.04 3.92 0.01  0.0005
H -1.00 3.07 1.59  0.0006
H -2.35 2.18 -1.06  0.0021
H -3.15 2.48 0.51  -0.0006
H -3.86 0.35 1.22  0.0077
H -2.56 0.75 2.39  0.0098
H -2.58 -0.87 1.59  -0.0002
C -2.07 -3.94 -1.46  0.0480
S -0.59 -3.05 -1.86  0.5096
C 0.76 -4.15 -2.23  0.0514
O -0.24 -1.99 -0.87  0.3198
H -2.17 -4.70 -2.24  -0.0051
H -2.91 -3.25 -1.49  0.0081
H -1.91 -4.39 -0.47  0.0353
H 0.35 -4.89 -2.92  -0.0044
H 1.06 -4.60 -1.27  0.0337
H 1.55 -3.57 -2.71  0.0082

***

The following is a DFT calculation (ωB97M-V with the def2-TZVPD basis set) of C21H43N2OP3Ru as an isolated structure at a distorted geometry.

Its charge is +3. The HOMO-LUMO gap (alpha / beta) comes out at 6.64 / 4.96 eV. The multiplicity is 6. The calculation puts the calculated total energy at -2128.523366 a.u.

Last column: Mulliken spin population.
Geometry (Å):
Ru -0.16 -0.53 -0.34  2.3443
P 0.16 -2.55 0.83  -0.0147
P -1.20 -2.14 -1.84  0.0943
P 0.34 0.67 1.52  0.0159
H -2.20 0.39 -0.58  0.0068
C -1.50 1.12 -1.01  0.9351
C -0.20 1.02 -1.57  0.2042
H -0.14 0.76 -2.62  0.0278
C -1.21 -2.51 2.05  0.0702
C 0.06 -4.29 0.28  -0.0086
C 1.69 -2.77 1.83  0.0024
C -1.74 -1.13 -3.25  0.0323
C -0.49 -3.60 -2.75  0.0201
C -2.79 -2.86 -1.24  0.0038
C 0.98 2.34 1.22  0.0708
C 1.62 0.15 2.70  0.0057
C -1.15 0.81 2.56  0.0377
H -2.06 2.04 -1.24  0.0669
H 0.43 1.85 -1.30  0.0426
H -1.64 -3.52 2.11  0.0097
H -1.99 -1.81 1.74  -0.0103
H -0.80 -2.22 3.02  0.0007
H 0.23 -4.93 1.16  -0.0019
H 0.85 -4.52 -0.45  -0.0003
H -0.91 -4.55 -0.14  0.0001
H 1.52 -2.43 2.85  -0.0018
H 2.54 -2.23 1.38  -0.0012
H 1.96 -3.84 1.85  -0.0007
H -2.55 -1.65 -3.78  0.0047
H -0.89 -1.01 -3.94  0.0034
H -2.08 -0.13 -2.96  -0.0048
H -1.20 -3.94 -3.52  0.0037
H -0.29 -4.46 -2.10  -0.0003
H 0.45 -3.32 -3.25  -0.0002
H -3.33 -3.28 -2.10  -0.0004
H -3.39 -2.05 -0.80  0.0025
H -2.65 -3.64 -0.49  0.0025
H 2.04 2.34 1.50  0.0022
H 0.43 3.06 1.83  0.0108
H 0.92 2.69 0.18  -0.0316
H 2.01 1.05 3.19  0.0012
H 2.45 -0.34 2.18  0.0012
H 1.20 -0.52 3.46  -0.0005
H -1.35 1.87 2.74  0.0068
H -0.96 0.27 3.51  0.0035
H -2.03 0.36 2.07  -0.0176
C -1.15 5.15 0.27  0.2678
C -2.03 4.16 0.78  0.0036
C -2.90 4.52 1.80  0.1003
C -3.00 5.85 2.21  0.2671
C -2.19 6.84 1.63  0.0705
C -1.25 6.49 0.66  0.0932
O -0.05 4.76 -0.50  0.0842
H -0.32 4.38 -1.32  0.0045
H -1.92 3.13 0.42  0.1249
H -3.53 3.77 2.27  0.0059
H -3.69 6.11 3.02  -0.0015
H -2.31 7.89 1.93  0.0059
H -0.59 7.22 0.20  0.0020
C 4.79 -2.59 -1.81  0.0009
N 3.74 -1.60 -1.63  0.0128
C 3.88 -0.26 -1.93  0.0114
C 2.69 0.35 -1.61  -0.0010
N 1.82 -0.64 -1.14  0.0062
C 2.48 -1.81 -1.18  -0.0091
H 5.74 -2.04 -1.87  0.0002
H 4.82 -3.31 -0.98  0.0003
H 4.65 -3.14 -2.76  0.0004
H 4.79 0.14 -2.34  0.0001
H 2.43 1.39 -1.69  0.0009
H 2.09 -2.78 -0.90  0.0096

***

The following is a DFT calculation (ωB97M-V with the def2-TZVPD basis set) of a 4-piece molecular cluster, C18H44O6P overall at a distorted geometry.

Its charge is +1. The HOMO-LUMO gap comes out at 8.49 eV. The value obtained for the relative energy (zero: lowest compared OMol25 entry of this formula, charge and spin) is 0.0 kcal per mole. The multiplicity is 1. The calculation puts the calculated total energy at -1504.728624 a.u.

Last column: natural (NBO) charge in e.
Geometry (Å):
C -0.57 -1.05 2.19  -0.6417
C -0.57 -0.16 3.42  0.1066
O -1.60 -0.55 4.31  -0.6931
C 0.81 -0.21 4.15  -0.7621
P 1.96 0.91 3.37  1.0821
C 1.62 2.66 3.62  -0.7208
C 2.60 3.52 2.77  -0.5066
C 2.02 3.70 1.39  0.7941
O 1.83 2.76 0.62  -0.6128
O 1.70 4.96 1.11  -0.6482
H -1.60 -1.36 1.99  0.2696
H -0.24 -0.49 1.32  0.2208
H 0.05 -1.94 2.31  0.2103
H -0.75 0.87 3.08  0.1648
H -1.92 0.22 4.79  0.4798
H 0.74 -0.03 5.22  0.2815
H 1.23 -1.22 4.02  0.2755
H 3.24 0.68 3.87  0.0432
H 1.95 0.68 1.99  0.0785
H 0.58 2.88 3.39  0.2742
H 1.77 2.89 4.68  0.2763
H 2.78 4.48 3.25  0.2659
H 3.55 2.99 2.66  0.2383
H 1.20 4.97 0.28  0.5131
C 4.61 -2.19 -2.04  -0.6453
C 3.55 -1.37 -2.75  -0.0669
O 2.61 -0.75 -1.89  -0.5432
C 3.13 0.15 -0.94  -0.0587
C 3.85 1.35 -1.53  -0.6420
H 4.14 -2.96 -1.43  0.2120
H 5.25 -2.68 -2.77  0.2272
H 5.24 -1.58 -1.39  0.2002
H 2.95 -2.02 -3.40  0.1921
H 4.02 -0.62 -3.41  0.1672
H 3.77 -0.36 -0.22  0.1476
H 2.25 0.51 -0.40  0.1793
H 4.74 1.07 -2.09  0.2126
H 4.15 2.03 -0.74  0.2069
H 3.19 1.89 -2.21  0.2188
C -3.40 -3.01 -3.55  -0.6462
C -3.04 -3.10 -2.07  -0.0622
O -1.89 -3.88 -1.80  -0.5346
C -0.69 -3.44 -2.39  -0.0656
C -0.28 -2.03 -1.98  -0.6463
H -3.54 -4.01 -3.97  0.2187
H -4.32 -2.45 -3.68  0.2163
H -2.62 -2.51 -4.13  0.2030
H -3.85 -3.60 -1.53  0.1898
H -2.94 -2.10 -1.65  0.1478
H -0.74 -3.52 -3.48  0.1623
H 0.07 -4.15 -2.06  0.1862
H -1.01 -1.29 -2.31  0.1954
H 0.68 -1.77 -2.42  0.2391
H -0.19 -1.97 -0.90  0.1945
C -4.93 0.08 -0.09  -0.6476
C -4.17 1.06 0.78  -0.0645
O -2.76 0.95 0.69  -0.5587
C -2.20 1.15 -0.60  -0.0637
C -2.47 2.53 -1.19  -0.6442
H -4.64 -0.95 0.15  0.2150
H -6.00 0.18 0.07  0.2264
H -4.74 0.24 -1.15  0.2065
H -4.40 0.87 1.83  0.1866
H -4.49 2.09 0.57  0.1643
H -2.52 0.37 -1.29  0.1689
H -1.12 1.02 -0.46  0.1788
H -3.53 2.70 -1.36  0.2131
H -1.96 2.62 -2.15  0.2235
H -2.11 3.31 -0.52  0.2002